DFT (ωB97M-V with the def2-TZVPD basis set) results for a cluster of 2 separate species, CH4N2O2 in total at a distorted geometry.

**Spin multiplicity**: 3
**Maximum force**: 4.50 eV/A
**E_HOMO (alpha / beta)**: -0.3191 / -0.3693 Ha
**Charge**: 0
**Energy relative to the best compared isomer or geometry (same formula, charge and spin)**: 4.468 eV

Geometry as XYZ:
```
9
Properties=species:S:1:pos:R:3:forces:R:3:lowdin_spin:R:1
C 1.311591 0.305730 -0.031192 -2.65 2.38 -2.74 0.07
N -1.995739 -0.844113 0.104666 -0.11 -2.47 -0.56 0.01
N -0.952808 -0.262984 0.001896 -0.34 2.79 0.34 0.25
O -1.029878 1.670087 -0.106414 -0.35 1.80 -0.06 1.60
O 0.280203 -0.679460 0.015183 0.57 -4.31 -0.37 0.03
H 0.617077 1.286171 -0.261441 2.50 -1.76 -0.25 0.01
H 2.150618 -0.011487 -0.731833 -1.48 0.58 0.84 0.00
H 1.575755 0.439723 0.946629 1.41 0.24 2.43 0.00
H -1.956822 -1.903663 0.062507 0.45 0.75 0.37 0.02
```
Forces are in eV/Å.

DFT (ωB97M-V with the def2-TZVPD basis set) results for a cluster of 11 separate species, C58H89FN11O5P3 in total at a distorted geometry.

**Maximum force**: 2.95 eV/A
**E_HOMO**: -0.2941 Ha
**Charge**: 0
**SMILES string**: CCCCCCCCCCCP(CCOCC)(N=C=O)(PP(=O)(O)O)[C@@H](C)F.c1cc[nH]c1.c1cc[nH]c1.c1cc[nH]c1.c1cc[nH]c1.c1cc[nH]c1.c1cc[nH]c1.c1cc[nH]c1.c1cc[nH]c1.c1cc[nH]c1.c1cc[nH]c1

Geometry as XYZ:
```
167
Properties=species:S:1:pos:R:3:forces:R:3:mulliken_charge:R:1
C -2.773470 -3.018232 -1.671585 0.72 -0.22 0.59 -1.95
C -1.249112 -3.265158 -1.783554 -0.92 0.41 -1.23 0.60
C -0.838583 -3.009206 -3.262707 0.96 0.42 0.78 -1.33
C -0.114858 -1.655045 -3.436864 0.13 -0.44 -0.12 1.85
C 1.219912 -1.735544 -4.211561 -1.00 0.34 -0.09 -1.18
C 1.491617 -0.486050 -5.057045 -0.04 -0.20 0.32 -1.19
C 1.205420 0.788716 -4.289668 0.76 -0.16 0.37 -0.82
C 2.015694 0.866414 -2.996366 0.07 0.22 -0.51 1.17
C 1.726292 2.176211 -2.268886 -0.69 -0.21 -0.23 -1.82
C 0.664700 1.942121 -1.192255 1.44 0.38 0.41 0.39
C 1.179535 0.862531 -0.206456 -0.75 0.10 -0.52 -2.05
P 0.680433 1.083797 1.540644 -0.46 -1.09 0.20 1.73
C 1.106054 -0.317632 2.695508 0.02 0.37 -0.82 -1.47
C 2.398155 -0.996024 2.317080 0.21 -0.90 0.77 -1.35
O 2.358505 -1.555999 1.023990 -0.21 0.62 0.07 0.22
C 3.597716 -1.571501 0.345767 0.17 -0.63 -0.85 -0.12
C 4.257909 -2.942534 0.398223 -0.36 0.83 0.25 -1.40
N 2.256395 1.900915 2.040884 0.52 1.87 -1.02 -0.86
C 2.680872 2.825853 1.370943 0.90 0.92 -1.09 0.91
O 3.152064 3.689097 0.670105 -1.07 -2.02 1.87 -0.75
P -1.227167 -0.148558 1.037041 0.11 -0.87 -0.60 -0.33
P -2.657670 0.839439 -0.226676 -1.47 -0.57 1.06 1.39
O -4.003223 0.552963 0.308904 -0.62 -0.18 0.24 -1.06
O -2.575069 0.162781 -1.680428 0.95 0.83 0.01 -0.39
O -2.479539 2.414839 -0.366186 0.77 -0.19 -0.64 -0.66
C -0.376189 2.471317 2.262881 0.42 0.18 1.14 0.72
C -0.056943 2.671046 3.733515 -0.36 0.24 -0.33 -1.89
F -0.229568 3.664998 1.601785 0.47 0.21 -0.41 -0.37
H -3.105591 -2.339972 -2.446308 -0.21 0.06 -0.28 0.59
H -3.033891 -2.564963 -0.719066 -0.22 -0.17 0.30 0.34
H -3.279780 -3.966973 -1.774209 -0.46 -0.06 -0.07 0.43
H -0.998910 -4.281831 -1.513446 0.00 -0.24 0.31 0.44
H -0.749705 -2.579551 -1.104774 0.42 -0.02 0.06 -0.29
H -1.716531 -2.993287 -3.892331 -0.23 -0.33 -0.19 0.25
H -0.172831 -3.785850 -3.627208 0.01 -0.28 -0.01 0.57
H 0.104867 -1.257839 -2.448998 -0.10 0.23 0.20 -1.11
H -0.791534 -0.956311 -3.913358 -0.13 0.19 -0.17 0.43
H 2.013714 -1.863628 -3.485162 0.33 -0.26 0.04 0.21
H 1.164670 -2.611942 -4.847044 0.31 -0.19 -0.18 0.67
H 2.538652 -0.504025 -5.345663 0.20 0.10 -0.26 0.40
H 0.887334 -0.498583 -5.959123 -0.09 -0.13 -0.21 0.38
H 1.445155 1.660628 -4.889111 -0.15 0.18 -0.25 0.54
H 0.163754 0.816309 -3.995846 -0.39 0.30 -0.21 0.16
H 1.714281 0.004318 -2.410637 0.24 -0.03 0.33 -1.03
H 3.073703 0.759917 -3.211439 0.28 -0.05 -0.12 0.50
H 2.605339 2.696121 -1.906124 0.22 -0.12 0.34 0.25
H 1.256173 2.836964 -2.992989 0.11 0.36 -0.16 0.67
H 0.506151 2.877260 -0.666489 -0.49 0.19 -0.05 0.52
H -0.212187 1.619734 -1.731688 -0.57 -0.07 0.28 -0.23
H 0.735784 -0.076622 -0.507279 0.01 -0.37 0.14 0.32
H 2.240864 0.708621 -0.338466 0.39 0.32 0.43 1.07
H 0.314452 -1.055042 2.678874 -0.22 -0.11 0.21 0.54
H 1.226347 0.086826 3.689469 -0.05 0.19 0.33 0.50
H 2.528329 -1.820384 3.025992 0.02 -0.05 0.27 0.47
H 3.248798 -0.349876 2.489922 0.22 0.37 -0.36 0.62
H 3.373053 -1.378410 -0.701428 -0.11 0.21 -0.21 -0.08
H 4.278710 -0.783012 0.657321 -0.06 0.19 0.42 0.50
H 5.210383 -2.878034 -0.107543 0.33 -0.21 -0.10 0.44
H 4.390869 -3.246742 1.428874 0.16 -0.26 0.16 0.35
H 3.604903 -3.628712 -0.118761 -0.05 -0.47 -0.05 0.19
H -1.946369 -0.257024 2.250314 -0.23 0.45 -0.20 0.24
H -2.190580 -0.717155 -1.565233 -0.03 -0.21 -0.29 -0.22
H -3.007360 2.761538 -1.097777 -0.05 0.28 0.00 0.31
H -1.419887 2.211450 2.238154 -0.32 -0.29 -0.59 0.42
H -0.266599 1.756506 4.275191 0.21 -0.20 0.24 0.37
H 0.937296 3.056500 3.895720 0.33 -0.17 0.12 0.36
H -0.764240 3.407801 4.094948 -0.15 0.23 0.14 0.57
C -7.152386 4.307461 1.010651 0.03 0.03 -0.08 -0.78
C -6.973091 3.947516 2.368875 0.01 0.00 0.10 -0.75
C -6.097285 2.889403 2.391719 0.01 -0.04 0.01 -0.90
N -5.745990 2.594662 1.106960 0.15 -0.11 -0.04 0.40
C -6.379834 3.453870 0.260365 0.02 -0.01 0.05 -0.15
H -7.775216 5.097824 0.626735 -0.01 0.00 0.00 0.41
H -7.430513 4.408521 3.228561 -0.01 -0.01 0.00 0.44
H -5.693784 2.321340 3.215036 0.03 0.04 0.03 0.89
H -5.106755 1.845236 0.829369 -0.20 0.11 0.06 0.38
H -6.234614 3.387087 -0.805054 -0.09 -0.02 -0.02 0.28
C 2.636196 8.417768 2.502254 -0.02 0.01 0.00 -0.55
C 3.860348 8.203491 3.190071 0.00 0.02 0.04 -0.61
C 4.371894 7.013931 2.744209 -0.01 -0.14 0.01 -0.63
N 3.504650 6.499484 1.819450 0.06 0.08 0.04 0.13
C 2.446927 7.350711 1.663812 0.01 -0.06 0.00 -0.41
H 1.971902 9.258226 2.610716 0.00 0.01 0.00 0.40
H 4.312063 8.847928 3.925375 0.01 0.01 0.00 0.44
H 5.276916 6.490048 3.004330 0.06 0.08 -0.02 0.60
H 3.626159 5.629888 1.331123 -0.07 -0.03 -0.05 0.26
H 1.652502 7.124790 0.973414 -0.02 0.01 0.01 0.43
C 1.439434 -7.993467 -3.621255 0.03 0.00 -0.01 -0.72
C 2.804746 -7.771189 -3.947713 0.02 -0.02 0.04 -0.16
C 3.186741 -6.608497 -3.335412 0.03 0.07 0.02 -0.50
N 2.105397 -6.116099 -2.654388 0.02 -0.09 -0.06 0.14
C 1.039486 -6.956996 -2.823771 -0.11 0.09 0.07 -0.42
H 0.824225 -8.818896 -3.936592 0.00 0.00 0.00 0.41
H 3.432674 -8.394191 -4.561506 -0.02 0.01 -0.04 0.40
H 4.130146 -6.089886 -3.324804 0.01 0.00 -0.02 0.37
H 2.093763 -5.271428 -2.115144 0.00 0.02 0.02 0.13
H 0.090183 -6.746191 -2.361486 -0.02 -0.02 0.00 0.37
C 6.376279 3.417845 6.946507 -0.01 -0.01 0.03 -0.38
C 5.939978 4.715549 7.330179 0.00 -0.02 0.01 -0.53
C 5.337071 5.282762 6.240348 -0.01 0.05 -0.05 -0.42
N 5.394790 4.381109 5.213547 0.01 -0.06 0.05 0.16
C 6.023103 3.240547 5.636464 -0.02 0.01 -0.07 -0.54
H 6.889229 2.698924 7.562734 0.00 0.00 0.01 0.39
H 6.055841 5.177634 8.295804 0.00 0.00 0.01 0.39
H 4.873938 6.245282 6.105286 0.00 0.00 0.00 0.38
H 5.031319 4.534849 4.292122 -0.07 0.04 -0.01 0.19
H 6.164362 2.406228 4.971052 0.02 -0.01 0.01 0.37
C 4.971264 2.112943 -6.002905 -0.01 -0.05 0.01 -0.25
C 6.390999 2.147860 -5.937207 0.01 -0.02 0.00 -0.60
C 6.732166 3.040571 -4.957378 -0.01 0.04 0.03 -0.50
N 5.575793 3.548054 -4.430218 0.01 -0.09 -0.02 -0.01
C 4.499376 2.984967 -5.059481 -0.07 0.06 0.07 -0.58
H 4.367886 1.515922 -6.666265 0.00 0.00 -0.01 0.46
H 7.080629 1.582664 -6.540844 0.01 0.00 -0.01 0.40
H 7.693367 3.357842 -4.591786 0.02 0.00 -0.02 0.39
H 5.525315 4.228653 -3.695989 0.00 0.03 0.01 0.21
H 3.493966 3.254152 -4.782564 -0.01 0.01 -0.03 0.49
C -7.257382 0.278875 -4.549875 0.01 -0.02 -0.02 -0.52
C -6.901841 1.653695 -4.552120 0.00 0.03 -0.03 -0.76
C -6.020568 1.846063 -3.521510 0.04 -0.03 0.07 -0.30
N -5.833204 0.644394 -2.896331 0.05 0.03 -0.01 0.21
C -6.579304 -0.315527 -3.518375 0.01 -0.01 0.04 -0.53
H -7.932376 -0.216044 -5.227361 -0.01 0.00 0.00 0.40
H -7.252304 2.412401 -5.231318 0.00 0.01 0.00 0.41
H -5.513843 2.733702 -3.181880 -0.02 0.03 -0.02 0.40
H -5.238321 0.489835 -2.100874 0.00 -0.06 0.10 0.24
H -6.565184 -1.335428 -3.174571 -0.03 -0.01 0.00 0.43
C -0.614938 -5.129098 4.293820 -0.01 -0.01 0.01 -0.68
C -1.436418 -5.228565 3.137976 0.00 -0.02 0.01 -0.64
C -0.835592 -4.501559 2.146167 0.00 0.05 -0.04 -0.35
N 0.314216 -3.964201 2.658172 0.08 0.10 -0.06 0.12
C 0.458020 -4.345427 3.965339 0.02 0.07 -0.02 -0.33
H -0.792324 -5.582209 5.254367 0.00 -0.01 0.01 0.41
H -2.361576 -5.771893 3.047040 -0.01 0.00 0.00 0.43
H -1.125390 -4.319192 1.125066 -0.02 0.02 0.01 0.37
H 0.954439 -3.380142 2.147607 0.02 -0.06 -0.09 0.22
H 1.307160 -4.026990 4.546072 0.00 -0.02 0.02 0.42
C -8.311990 -1.350314 5.481610 -0.06 -0.02 -0.04 -0.53
C -9.164186 -1.550228 4.360311 0.02 0.01 0.00 -0.57
C -8.663287 -0.801562 3.327019 0.00 0.00 0.00 -0.35
N -7.546788 -0.158454 3.781145 0.02 -0.05 -0.01 0.21
C -7.325564 -0.487555 5.087080 0.11 0.05 0.06 -0.43
H -8.413239 -1.788086 6.460331 0.00 0.00 0.00 0.40
H -10.042746 -2.171599 4.318121 -0.01 0.00 0.00 0.38
H -9.003444 -0.672305 2.314206 -0.02 0.00 0.00 0.39
H -6.970784 0.463629 3.244143 -0.09 0.05 -0.13 0.20
H -6.482241 -0.080784 5.617910 0.00 -0.07 0.07 0.34
C 4.578940 -7.663697 -8.903023 0.00 0.01 -0.01 -0.41
C 4.716531 -6.727211 -7.842290 0.00 0.02 -0.02 -0.36
C 5.261354 -7.393603 -6.779201 0.03 -0.04 0.05 -0.58
N 5.455295 -8.695463 -7.153546 -0.01 0.05 -0.04 0.00
C 5.045102 -8.867021 -8.447869 -0.01 -0.05 0.04 -0.52
H 4.183484 -7.473896 -9.886413 0.00 0.00 -0.01 0.39
H 4.446095 -5.685064 -7.859785 -0.01 0.01 0.00 0.41
H 5.526323 -7.056888 -5.791931 -0.01 0.02 0.00 0.48
H 5.838805 -9.413770 -6.569230 0.03 -0.02 0.01 0.21
H 5.119625 -9.826282 -8.930010 -0.01 0.00 -0.02 0.38
C -5.049877 2.113426 7.844098 0.01 -0.02 0.02 -0.49
C -3.960758 2.847475 8.388389 0.00 0.00 0.00 -0.48
C -3.364414 3.519753 7.355728 0.04 -0.01 -0.05 -0.52
N -4.047531 3.217614 6.208988 0.02 -0.03 0.03 0.05
C -5.077212 2.364356 6.499526 0.05 0.01 -0.11 -0.30
H -5.733832 1.476492 8.379189 -0.01 0.00 0.00 0.43
H -3.653245 2.878883 9.419850 0.00 0.01 0.01 0.40
H -2.517819 4.184369 7.337985 0.00 0.01 0.02 0.39
H -3.830098 3.568936 5.295219 -0.06 0.06 -0.02 0.21
H -5.736792 2.013173 5.725424 -0.06 0.04 0.02 0.33
```
Forces are in eV/Å.

DFT (ωB97M-V with the def2-TZVPD basis set) results for the ion C2H8N5 with charge +1 at a distorted geometry.

**Maximum force**: 3.38 eV/A
**E_HOMO**: -0.4463 Ha
**Charge**: +1
**Energy relative to the best compared isomer or geometry (same formula, charge and spin)**: 5.922 eV

Geometry as XYZ:
```
15
Properties=species:S:1:pos:R:3:forces:R:3:mulliken_charge:R:1
C 0.133756 0.415721 3.241263 -2.70 0.10 -2.03 -0.26
C -0.677567 0.103898 -0.299880 -1.35 -0.69 -2.10 -0.29
N 0.065205 0.838715 2.006575 -1.14 0.30 1.36 -0.42
N 1.012052 0.537779 1.106446 2.32 -0.21 0.37 -0.64
N 0.604542 0.262478 -0.087211 -0.82 0.07 2.94 0.94
N -1.002977 -0.517183 -1.618035 -1.37 1.63 0.08 -0.25
N 1.684616 0.053204 -1.018083 -1.34 0.56 1.17 -0.84
H -0.806125 0.641038 3.897284 2.26 0.00 -1.12 0.27
H 0.761481 -0.421687 3.460239 0.81 -0.11 0.64 0.31
H -1.438328 0.145067 0.466653 0.39 -0.08 -0.15 0.35
H -1.111235 -1.506445 -1.532149 0.51 -1.27 0.07 0.33
H -2.011629 -0.262324 -1.966385 2.64 0.33 0.25 0.41
H 2.382379 -0.018489 -0.269900 0.75 -0.46 -0.59 0.38
H 1.798687 1.009458 -1.331113 0.46 0.33 -0.67 0.32
H -0.160902 -0.283031 -2.205649 -1.42 -0.49 -0.23 0.40
```
Forces are in eV/Å.

DFT (ωB97M-V with the def2-TZVPD basis set) results for an isolated molecule of C4H8O2.

**Maximum force**: 0.45 eV/A
**E_HOMO**: -0.3776 Ha
**Charge**: 0
**Energy relative to the best compared isomer or geometry (same formula, charge and spin)**: 0.768 eV
**SMILES string**: CCC(=O)CO

Geometry as XYZ:
```
14
Properties=species:S:1:pos:R:3:forces:R:3:mulliken_charge:R:1
C -2.049763 0.296380 -0.290005 -0.05 0.03 -0.02 -1.16
C -0.825615 -0.499371 0.145715 0.00 -0.03 0.00 -0.35
C 0.450097 0.309497 0.093804 0.01 0.21 -0.01 0.71
O 0.461646 1.523542 0.040565 0.00 -0.45 0.01 -0.63
C 1.772818 -0.441533 0.109164 -0.26 -0.13 -0.01 -0.49
O 2.851220 0.439532 0.130584 0.05 0.09 -0.01 -0.53
H -2.165201 1.191314 0.326495 0.00 -0.13 -0.09 0.28
H -2.956110 -0.310320 -0.204849 0.14 0.09 0.00 0.36
H -1.950112 0.622252 -1.330096 -0.02 -0.04 0.15 0.31
H -0.694000 -1.406163 -0.458613 0.01 0.13 0.07 0.32
H -0.939619 -0.851362 1.181384 0.05 0.06 -0.12 0.30
H 1.789594 -1.109503 0.984071 0.00 0.09 -0.10 0.28
H 1.797876 -1.089545 -0.783217 0.01 0.10 0.11 0.25
H 2.457165 1.325283 0.055001 0.07 -0.02 0.02 0.37
```
Forces are in eV/Å.